The following is a DFT calculation (the ωB97M-V functional and the def2-TZVPD basis) of C40H50N3O4PPtS as an isolated structure.

Output
Expectation value of S²: 6.114
Highest occupied orbital energy (alpha / beta): -13.052 / -13.801 eV
Orbital gap (alpha / beta): 0.2512 / 0.2082 hartree
2S+1: 5
Total charge: +2

```
100
Properties=species:S:1:pos:R:3:forces:R:3:lowdin_spin:R:1
Pt 1.168955 0.531610 -1.477047 -0.19 -0.30 -0.13 1.6166
C 4.147415 0.121554 0.412126 -0.08 -0.01 0.03 0.0034
O 2.911361 0.842152 0.286426 0.04 0.05 0.13 0.0725
C 2.673752 1.872881 1.127068 0.14 -0.09 -0.05 0.0836
C 3.507422 2.212772 2.181074 -0.05 0.06 -0.03 -0.0097
C 3.184697 3.296308 2.982657 0.01 -0.01 -0.03 0.1088
C 2.031666 4.052826 2.752844 -0.01 -0.07 -0.04 0.0055
C 1.196306 3.717700 1.717976 0.00 0.03 0.06 0.0660
C 1.498234 2.621866 0.885489 -0.06 -0.07 -0.22 0.0409
N 0.714740 2.274962 -0.194288 0.16 0.27 0.28 0.3251
N -0.448067 2.856342 -0.211295 0.03 -0.01 -0.21 -0.0499
C -1.175456 2.950858 -1.307785 -0.06 0.00 -0.05 0.1803
C -0.668537 2.663936 -2.681008 0.14 0.07 0.16 0.0696
O 0.436425 2.109918 -2.871665 -0.12 -0.06 -0.22 0.2193
C -1.459776 3.086729 -3.804716 0.05 0.01 0.17 0.0133
C -2.687022 3.602460 -3.609910 -0.07 0.04 0.07 0.0198
C -3.261923 3.812587 -2.296071 0.05 -0.01 -0.14 0.0237
C -4.546536 4.325864 -2.165099 -0.06 0.02 0.07 0.0071
C -5.086808 4.545298 -0.906442 0.03 -0.02 -0.04 0.0577
C -4.338486 4.259093 0.229917 0.05 0.00 -0.02 -0.0079
C -3.056201 3.749330 0.114255 -0.08 -0.01 -0.02 0.0606
C -2.506230 3.514860 -1.148357 0.05 -0.13 -0.03 -0.0061
H 4.160030 -0.431000 1.352248 0.03 -0.01 -0.01 0.0008
H 4.170374 -0.561180 -0.430610 0.02 -0.01 0.02 0.0004
H 4.988676 0.810460 0.355771 0.02 -0.01 -0.01 0.0008
H 4.401317 1.644985 2.383834 0.04 -0.02 0.01 -0.0025
H 3.845295 3.558182 3.797321 0.01 0.01 0.03 0.0054
H 1.803099 4.898929 3.383263 0.00 0.03 0.02 -0.0013
H 0.305009 4.291093 1.512867 0.00 0.01 0.01 0.0030
H -1.043035 2.939249 -4.789575 0.03 -0.03 -0.03 -0.0002
H -3.289579 3.878165 -4.466783 -0.02 0.01 -0.02 0.0009
H -5.120425 4.557608 -3.052428 -0.02 0.01 -0.02 -0.0007
H -6.086440 4.944090 -0.810866 -0.03 0.01 0.00 0.0028
H -4.756627 4.442096 1.209707 -0.01 -0.01 0.02 -0.0017
H -2.473861 3.526248 0.995925 0.01 -0.01 0.04 0.0040
O 3.048650 0.603436 -2.579735 0.12 0.23 0.01 0.2373
N 3.021831 0.154113 -3.807309 -0.15 -0.05 -0.13 0.0763
C 4.066463 0.460808 -4.609752 -0.11 -0.07 0.04 -0.0224
C 4.110048 -0.011528 -5.895034 0.04 0.02 -0.06 0.0662
C 3.072310 -0.805647 -6.388461 0.04 0.02 0.01 -0.0228
C 2.011293 -1.098567 -5.570108 -0.02 0.03 0.11 0.0518
C 1.977384 -0.618752 -4.252011 0.33 0.22 -0.15 0.0391
S 0.719714 -0.998840 -3.173202 -0.03 -0.05 0.23 0.5096
H 4.817510 1.085872 -4.153358 0.01 0.01 0.02 -0.0007
H 4.955651 0.253467 -6.513022 0.01 -0.01 -0.01 0.0039
H 3.103391 -1.179634 -7.401033 0.00 0.00 -0.03 -0.0020
H 1.181771 -1.702575 -5.908147 -0.01 -0.01 0.00 0.0028
O 0.103015 -0.381877 0.211895 -0.36 -0.03 0.02 0.1065
P -0.583861 -1.585970 0.867533 0.29 -0.04 -0.07 0.0128
C 0.333934 -3.112929 0.468621 0.15 -0.04 0.02 0.0015
C -0.084254 -4.334740 1.325872 0.06 0.06 -0.06 0.0005
C 0.841266 -4.625833 2.506494 -0.02 0.02 -0.04 0.0000
C 2.291713 -4.715629 2.054277 -0.02 -0.02 -0.02 0.0001
C 2.731930 -3.375965 1.483120 -0.04 0.00 -0.07 0.0002
C 1.867799 -2.967213 0.289740 -0.09 -0.02 0.03 0.0014
C -0.656208 -1.289022 2.650450 0.03 0.03 0.13 0.0060
C -1.780111 -0.329557 3.094054 0.03 -0.02 -0.03 0.0003
C -1.606408 -0.000834 4.574840 0.00 0.00 -0.01 0.0002
C -0.329471 0.823114 4.811856 0.00 -0.03 -0.02 0.0002
C 0.677003 0.632677 3.676033 0.00 0.02 -0.02 0.0024
C 0.723220 -0.812971 3.189656 -0.04 -0.02 0.02 0.0004
C -2.318450 -1.898104 0.356152 0.00 0.02 -0.16 0.0007
C -3.043803 -0.602485 -0.058047 -0.01 0.03 -0.03 0.0004
C -2.735776 -0.177535 -1.495001 0.14 0.05 0.05 0.0025
C -2.977705 -1.293571 -2.502766 -0.02 0.01 0.00 0.0017
C -2.193197 -2.536779 -2.114898 0.07 0.03 0.16 0.0003
C -2.569953 -2.984264 -0.706958 -0.02 0.04 0.02 0.0000
H -0.049972 -3.278000 -0.545027 0.01 -0.03 0.06 0.0005
H -0.087244 -5.214845 0.677646 0.00 0.00 -0.03 0.0001
H -1.110909 -4.222315 1.680109 -0.09 -0.01 -0.01 0.0000
H 0.524104 -5.557760 2.975764 -0.01 0.01 0.00 0.0000
H 0.755950 -3.847189 3.270261 -0.02 0.05 0.03 0.0000
H 2.385696 -5.493677 1.289593 0.03 -0.02 0.01 0.0000
H 2.936763 -5.005957 2.883610 -0.01 0.00 0.01 0.0000
H 3.774339 -3.419981 1.160591 0.01 0.01 -0.02 0.0000
H 2.681509 -2.630420 2.276129 -0.02 0.11 0.09 0.0001
H 2.146873 -3.612744 -0.548089 -0.02 -0.01 -0.02 0.0004
H 2.099927 -1.944848 -0.023680 0.01 -0.01 -0.01 0.0012
H -0.889486 -2.275586 3.065213 0.00 -0.01 0.10 0.0010
H -2.756828 -0.781836 2.927500 -0.04 -0.02 -0.04 0.0000
H -1.749718 0.594988 2.509648 0.01 -0.01 -0.01 0.0001
H -1.564348 -0.938936 5.134261 0.00 -0.01 0.01 0.0000
H -2.480278 0.536059 4.943653 -0.01 -0.02 0.00 0.0000
H 0.125714 0.536025 5.760531 0.00 -0.01 0.02 0.0001
H -0.578324 1.881788 4.898321 0.01 0.03 0.00 0.0000
H 1.673028 0.936941 4.004355 -0.04 0.00 -0.02 0.0001
H 0.416852 1.279250 2.830280 0.01 -0.07 0.10 0.0014
H 1.031832 -1.462597 4.012317 0.00 -0.01 -0.01 0.0001
H 1.487420 -0.897930 2.417093 0.06 -0.03 -0.05 0.0001
H -2.758091 -2.251814 1.292732 -0.08 -0.02 0.04 0.0001
H -2.819672 0.215900 0.628311 0.00 0.00 -0.02 0.0002
H -4.117845 -0.795450 0.026758 0.01 0.01 0.01 0.0000
H -1.684173 0.141669 -1.557617 -0.14 -0.02 0.01 0.0025
H -3.353884 0.685168 -1.740998 -0.02 0.14 -0.03 -0.0001
H -2.712857 -0.964309 -3.509984 0.02 0.02 0.00 0.0009
H -4.043497 -1.539048 -2.523959 -0.02 0.00 -0.02 0.0003
H -1.120139 -2.308928 -2.139059 -0.12 -0.09 0.00 0.0014
H -2.358152 -3.343069 -2.829123 -0.02 -0.05 0.00 0.0000
H -2.077237 -3.918693 -0.449931 0.04 -0.08 0.05 0.0000
H -3.643813 -3.195349 -0.685780 0.01 -0.02 0.01 0.0000
```
Positions in Å, forces in eV/Å.

The following is a DFT calculation (the ωB97M-V functional and the def2-TZVPD basis) of C40H51F6N6O4P2RbS2 as an isolated structure at a distorted geometry.

Output
Highest occupied orbital energy: -1.469 eV
Orbital gap: 0.1446 hartree
2S+1: 1
Total charge: -2

```
112
Properties=species:S:1:pos:R:3:forces:R:3:lowdin_charge:R:1
Rb 0.309360 0.890197 -0.177707 0.15 -1.11 -0.58 0.6278
C -2.675893 -0.864713 2.663781 0.11 -0.01 -0.09 -0.2835
P -0.834499 -0.712310 2.606260 -0.08 -0.23 0.47 0.7890
C -0.410819 -2.374199 3.302505 0.04 0.08 -0.02 -0.2973
C -0.607591 0.279988 4.167009 -0.07 0.13 -0.14 -0.4477
C -1.353547 1.621527 4.072302 0.08 -0.12 -0.11 -0.4499
P -0.983100 2.475910 2.456228 -0.18 0.30 0.43 0.8170
C -2.215026 3.837509 2.588028 0.10 0.02 -0.06 -0.2783
C 0.528633 3.375157 2.997645 0.08 -0.07 -0.14 -0.2777
H -3.031409 -0.939603 3.695945 -0.02 -0.02 -0.02 0.0410
H -2.979344 -1.761359 2.120636 0.00 0.03 -0.03 0.0294
H -3.148588 -0.012200 2.172968 -0.02 -0.02 0.02 0.0062
H -1.048050 -2.629370 4.154668 0.03 -0.02 0.00 0.0309
H 0.633078 -2.368539 3.629221 -0.04 -0.02 0.00 0.0243
H -0.517179 -3.133987 2.526114 0.00 0.03 0.01 0.0216
H 0.468071 0.454894 4.282891 -0.02 -0.02 0.01 0.0609
H -0.942751 -0.304223 5.031298 -0.01 0.02 0.02 0.0676
H -1.099097 2.279339 4.909732 -0.02 0.00 0.04 0.0688
H -2.432602 1.449637 4.109818 0.00 -0.03 0.00 0.0614
H -2.187811 4.301649 3.579068 -0.01 0.02 -0.02 0.0334
H -3.216650 3.448834 2.394326 0.02 0.00 -0.01 0.0347
H -1.987141 4.587907 1.828251 -0.02 -0.05 0.05 0.0212
H 0.313762 4.030680 3.846787 0.02 -0.03 0.03 0.0362
H 0.907066 3.943173 2.144425 -0.04 -0.05 0.04 0.0173
H 1.289150 2.642040 3.287352 -0.04 0.06 0.02 0.0188
C 3.392825 -0.616178 -1.763421 -0.25 0.02 -0.08 -0.0770
C 2.606330 -0.591456 -3.046936 -0.11 -0.03 -0.04 -0.4444
C 3.030798 -0.940048 -4.322989 0.05 -0.02 -0.12 -0.1335
C 1.909529 -0.738696 -5.176068 0.02 -0.08 0.00 -0.1314
C 0.883714 -0.280433 -4.353732 0.08 -0.13 0.00 -0.4378
C -0.517907 0.108407 -4.748982 0.21 0.08 0.01 -0.0792
N 1.303009 -0.198658 -3.063304 -0.22 0.17 0.41 0.0301
H 4.443089 -0.845753 -1.959417 0.00 0.00 0.02 0.0615
H 3.005821 -1.369691 -1.059682 0.05 0.07 -0.07 0.0481
H 3.348856 0.354557 -1.251739 0.05 -0.07 -0.03 0.0498
H 4.024433 -1.280629 -4.598154 -0.08 0.02 -0.01 0.0607
H 1.845709 -0.902140 -6.247007 0.06 0.01 0.07 0.0622
H -0.975889 -0.641155 -5.402541 -0.01 0.06 0.02 0.0546
H -0.548966 1.064477 -5.284748 0.01 -0.02 0.04 0.0615
H -1.144229 0.213572 -3.859455 0.01 0.00 -0.05 0.0579
O -0.394879 -2.246360 -0.090814 0.00 0.12 0.23 -0.0108
C -1.292258 -2.980300 -0.442225 0.23 -0.14 -0.53 -0.4988
C -2.682281 -2.518370 -0.772130 -0.06 -0.05 0.04 -0.1200
C -2.892915 -2.702722 -2.298432 0.17 0.01 -0.01 -0.1521
C -1.599266 -2.631466 -3.145061 -0.07 -0.13 0.15 -0.1805
C -0.807006 -3.949506 -3.253338 -0.03 0.05 0.11 -0.1737
C -0.077794 -4.346938 -1.967252 -0.11 0.10 -0.01 -0.1814
N -1.010309 -4.305339 -0.815305 0.13 0.01 0.06 0.0527
H -2.792103 -1.470265 -0.508501 0.00 0.02 0.11 0.0487
H -3.425826 -3.087909 -0.206125 -0.04 0.05 -0.04 0.1204
H -3.580931 -1.920328 -2.620435 -0.03 0.00 0.02 0.1016
H -3.398950 -3.653510 -2.499444 0.00 0.00 0.00 0.1053
H -0.934639 -1.847495 -2.763442 -0.01 -0.01 -0.10 0.1003
H -1.876646 -2.326279 -4.153754 0.01 -0.01 0.01 0.0996
H -0.074341 -3.863283 -4.060962 0.00 0.03 0.04 0.1111
H -1.501084 -4.755967 -3.527962 0.01 0.00 -0.04 0.1035
H 0.725755 -3.641494 -1.757711 0.00 -0.02 0.02 0.1149
H 0.357419 -5.343969 -2.051350 -0.01 -0.03 0.03 0.1022
H -1.866210 -4.787935 -1.053930 -0.08 -0.01 -0.10 0.1079
C 4.893885 0.483076 2.819547 0.03 0.00 0.02 -0.0495
C 3.668579 0.875407 2.296673 -0.02 -0.06 -0.06 -0.1232
N 2.779970 0.005815 1.824972 -0.16 0.12 -0.04 0.0713
C 3.083564 -1.286984 1.860379 -0.20 0.02 -0.08 -0.0987
C 4.267723 -1.787771 2.390218 0.06 -0.04 0.12 -0.2000
C 5.193989 -0.864691 2.864736 0.10 -0.03 0.04 -0.0341
C 4.512049 -3.237900 2.353060 -0.02 0.19 -0.12 -0.0200
C 5.094930 -4.044409 3.242877 0.00 -0.16 0.16 -0.0411
C 5.521201 -3.799778 4.630846 0.04 0.01 -0.06 -0.2731
C 6.316207 -4.747052 5.274756 0.11 -0.17 -0.04 -0.0213
C 6.683648 -4.505936 6.582346 0.05 -0.07 0.00 -0.1486
N 6.298630 -3.421483 7.250730 -0.15 0.15 -0.11 0.0646
C 5.520265 -2.589423 6.557937 0.00 -0.06 -0.04 -0.1989
N 5.116765 -2.718149 5.300196 -0.04 0.22 0.10 0.1415
H 5.599726 1.222681 3.174495 -0.02 0.00 -0.02 0.1011
H 3.395996 1.925008 2.227484 0.01 -0.06 0.00 0.1110
H 2.335620 -1.963974 1.448946 0.03 0.06 0.01 0.1211
H 6.151765 -1.203810 3.241255 -0.06 0.01 0.03 0.1123
H 4.181098 -3.717986 1.435351 0.01 0.04 0.00 0.1210
H 5.237926 -5.073109 2.928919 -0.02 -0.03 0.04 0.1006
H 6.637137 -5.641765 4.756302 0.01 0.02 0.04 0.1062
H 7.312139 -5.204705 7.125444 0.00 -0.02 -0.04 0.1019
H 5.172341 -1.705492 7.083980 0.02 -0.02 -0.03 0.1078
C -0.489189 3.554146 -2.175752 0.08 -0.05 0.15 -0.0024
C 0.467025 4.125256 -1.095884 0.13 0.47 -0.32 -0.5557
O 0.609043 3.384498 0.000309 -0.03 0.80 -0.06 -0.3988
C 1.855004 4.326355 -1.787840 -0.12 -0.17 0.22 -0.5435
F 2.429645 3.130301 -1.981185 0.06 0.07 -0.04 0.1375
F 2.710757 5.057311 -1.033971 -0.01 -0.03 -0.10 0.1249
F 1.802604 4.931460 -2.999089 0.06 0.02 0.02 0.1208
C -0.081089 5.545791 -0.728507 -0.06 -0.29 0.18 -0.5325
F -0.054558 6.452175 -1.737033 -0.01 0.00 0.05 0.1192
F 0.570785 6.105134 0.307937 -0.05 0.04 -0.07 0.1281
F -1.380225 5.450542 -0.346406 0.11 0.10 -0.05 0.1093
H -0.057887 2.646686 -2.609549 -0.01 0.06 0.02 0.0722
H -0.678654 4.267393 -2.978639 -0.03 -0.05 -0.04 0.0885
H -1.431901 3.306657 -1.685413 0.02 -0.02 -0.04 0.0801
O -7.439727 -1.285005 -4.323765 -0.02 -0.04 -0.08 -0.4835
S -7.550777 -0.288349 -3.269361 0.11 0.17 -0.16 0.8461
O -7.356166 1.234534 -4.127156 -0.07 -0.17 0.10 -0.2545
N -6.253528 -0.353375 -2.352564 -0.01 0.33 0.36 -0.2520
C -5.574706 0.682922 -1.868748 0.07 -0.21 -0.19 -0.8414
S -4.683507 0.546942 -0.441407 -0.01 0.01 -0.07 0.5893
C -5.542821 1.947434 -2.670987 -0.07 -0.08 0.03 -0.1808
C -4.605571 2.948058 -2.404490 -0.06 0.01 0.00 -0.0653
C -4.502469 4.085040 -3.184972 -0.03 0.00 -0.02 -0.0936
C -5.356334 4.237549 -4.273115 0.00 -0.04 0.02 -0.1002
C -6.288201 3.259768 -4.567350 -0.02 0.03 -0.05 -0.0319
C -6.393183 2.116204 -3.772854 0.11 0.06 0.02 -0.2946
H -3.946799 2.796362 -1.560962 0.00 -0.02 0.04 0.0586
H -3.759718 4.838276 -2.952491 -0.01 -0.04 0.00 0.0953
H -5.293507 5.119616 -4.901071 0.01 -0.02 0.02 0.0936
H -6.960381 3.358068 -5.412333 0.03 -0.03 0.04 0.1078
```
Positions in Å, forces in eV/Å.

Short version: relative energy (zero: lowest compared OMol25 entry of this formula, charge and spin) = 0.0; 37.6 kcal/mol, in the order given.